7
Properties=species:S:1:pos:R:3 method="wB97M-V/def2-TZVPD" homo_ev="-7.50 / -7.50" charge=0 orbital_gap_ha="0.2264 / 0.2265" e_tot_ha=-976.5534
I -3.193 2.052 0.987
I -0.846 -0.389 -0.479
P -2.190 1.596 -1.241
C 1.310 -0.794 0.014
H 1.414 -0.586 1.045
H 1.969 -0.043 -0.361
H 1.536 -1.835 0.034

---

23
Properties=species:S:1:pos:R:3 method="wB97M-V/def2-TZVPD" homo_ev=-8.13 charge=0 orbital_gap_ha=0.3246 e_tot_ha=-479.6519
O 0.452 -0.402 -2.494
O -0.710 1.957 1.346
N -1.338 1.264 -1.255
C -0.026 -0.822 -1.451
C -0.356 -2.288 -1.279
C 0.583 0.104 0.174
C -0.315 0.802 1.314
C 1.646 1.074 -0.277
C -0.928 0.162 -0.507
C -0.152 0.087 2.642
H 2.216 0.635 -1.095
H -1.435 2.108 -0.702
H -1.670 -0.485 -0.048
H 0.445 -2.894 -1.701
H 2.292 1.317 0.565
H -0.019 -0.989 2.542
H 0.932 -0.832 0.600
H -0.530 -2.557 -0.238
H 0.720 0.511 3.142
H -1.264 -2.503 -1.843
H -0.743 1.463 -2.053
H 1.213 1.998 -0.655
H -1.015 0.292 3.273

---

120
Properties=species:S:1:pos:R:3 method="wB97M-V/def2-TZVPD" homo_ev=-4.65 charge=-1 orbital_gap_ha=0.2022 e_tot_ha=-7212.0927
Zr 1.061 -0.346 -0.692
As -1.430 1.667 -1.097
Cl 2.946 1.233 -0.246
S 0.304 -3.012 -0.379
S -0.810 -0.548 1.235
P 1.712 0.629 2.472
O 2.469 -5.128 -3.077
O 2.446 -1.270 -1.885
O 3.306 -3.751 -7.493
O -0.061 -2.507 -3.288
O 3.456 -1.668 -7.997
O 2.589 -3.742 -1.432
O 0.044 1.373 -0.432
O 2.562 1.646 -4.667
O 1.892 1.067 -2.703
O 2.050 -1.899 1.807
O -0.041 -0.454 -2.440
N 3.272 -2.570 -7.199
N 2.573 -3.999 -2.623
N -3.507 -6.973 2.411
N -2.228 -1.056 -1.396
N 2.903 -1.692 0.707
N -4.635 -3.808 4.676
N 2.344 0.785 -3.822
C 1.039 2.746 4.319
C 4.384 -0.287 2.119
C -2.391 -2.175 -1.593
C -3.175 1.423 1.186
C 6.226 0.306 3.564
C 1.269 -1.816 5.780
C -2.141 1.342 -5.313
C -4.234 0.695 -0.840
C 1.868 4.713 2.553
C -0.904 -3.239 0.857
C -1.388 -2.127 1.599
C 2.591 -0.565 -4.147
C -1.086 2.103 -5.784
C -3.002 -5.948 2.287
C -0.169 -1.301 -3.374
C -0.263 -0.046 4.326
C 1.067 -0.246 3.963
C -0.216 2.715 -4.894
C -2.949 5.612 -1.018
C -3.119 1.185 -0.180
C -4.310 1.079 1.902
C -3.263 -3.673 -3.296
C -2.342 -2.314 2.593
C -3.835 -3.729 3.854
C -0.813 -0.709 5.406
C -0.416 2.559 -3.533
C 3.511 0.476 2.904
C -5.399 0.520 1.251
C -1.450 1.758 -3.056
C 2.568 -1.564 -3.103
C 5.361 1.056 4.344
C 0.971 4.081 4.678
C -2.725 4.284 -1.334
C 1.526 2.375 3.068
C -5.369 0.351 -0.122
C -1.676 3.592 -0.732
C -1.111 5.560 0.528
C -2.862 -3.577 2.852
C -0.876 4.233 0.204
C 3.945 -0.989 0.908
C 4.023 1.143 4.012
C 2.711 -2.925 -3.558
C 1.939 3.378 2.192
C -2.416 -4.684 2.092
C 5.737 -0.351 2.454
C -2.318 1.151 -3.950
C 1.382 5.070 3.801
C 2.912 -3.232 -4.884
C 3.010 -2.222 -5.841
C -2.144 6.247 -0.086
C -1.435 -4.500 1.123
C -0.047 -1.594 6.146
C 2.826 -0.894 -5.476
C -2.662 -3.552 -1.891
C 1.820 -1.160 4.692
H 1.423 -2.583 1.462
H -2.830 0.890 -6.014
H 0.249 3.035 -2.815
H 4.625 -0.967 0.063
H 2.852 -0.107 -6.218
H 6.401 -0.937 1.836
H -4.087 -2.972 -3.432
H 7.273 0.243 3.821
H -0.471 -2.108 6.998
H -4.214 0.557 -1.911
H 2.845 -1.363 4.414
H -1.074 -5.347 0.560
H -1.848 -0.542 5.670
H 3.362 1.737 4.629
H -4.351 1.242 2.969
H 0.724 1.993 5.029
H -3.634 -4.683 -3.457
H -0.063 3.683 0.667
H -0.489 6.052 1.262
H -3.106 0.494 -3.609
H -3.359 3.766 -2.052
H -3.344 -3.946 -1.129
H -6.224 -0.064 -0.638
H -2.680 -1.464 3.166
H 0.628 3.284 -5.260
H -0.404 -0.845 -4.380
H -6.271 0.213 1.813
H 2.336 3.097 1.227
H 5.733 1.588 5.207
H -0.870 0.640 3.751
H -2.315 1.862 1.682
H 1.333 6.111 4.094
H 1.876 -2.514 6.339
H -3.753 6.151 -1.498
H -2.494 -3.465 -4.036
H -1.716 -4.099 -1.845
H -0.933 2.212 -6.848
H 2.201 5.476 1.861
H 2.991 -4.265 -5.188
H -2.325 7.283 0.161
H 0.607 4.346 5.662